[1]
C39H117CsO20 as an isolated structure at a distorted geometry. Source: the Open Molecules 2025 dataset; level of theory: ωB97M-V with the def2-TZVPD basis set.

Its spin multiplicity is 1. The calculation puts the lowest unoccupied orbital energy at -0.0193 Eh. The relative energy (zero: lowest compared OMol25 entry of this formula, charge and spin) is 2.087 eV.

Geometry (Å):
Cs (-8.537, 19.659, 16.020)
C (-4.478, 19.008, 20.617)
O (-5.299, 19.798, 19.791)
H (-5.040, 18.084, 20.748)
H (-3.567, 18.699, 20.104)
H (-4.282, 19.370, 21.626)
C (-0.296, 18.526, 22.911)
C (-1.245, 19.481, 23.615)
O (-0.557, 20.677, 23.769)
H (-0.728, 17.525, 22.912)
H (0.662, 18.455, 23.426)
H (-0.197, 18.836, 21.871)
H (-1.543, 19.045, 24.569)
H (-2.133, 19.578, 22.989)
H (-0.209, 20.822, 22.886)
C (-8.889, 22.843, 24.821)
C (-8.229, 23.428, 23.587)
O (-8.781, 22.809, 22.450)
H (-8.284, 23.087, 25.695)
H (-8.936, 21.759, 24.719)
H (-9.905, 23.222, 24.929)
H (-7.146, 23.313, 23.600)
H (-8.344, 24.512, 23.592)
H (-8.363, 21.948, 22.370)
C (-3.832, 13.893, 18.837)
C (-5.126, 13.312, 19.328)
O (-4.917, 12.218, 20.212)
H (-3.151, 13.111, 18.500)
H (-3.227, 14.381, 19.602)
H (-3.972, 14.635, 18.051)
H (-5.698, 13.048, 18.439)
H (-5.805, 14.001, 19.830)
H (-5.789, 11.978, 20.534)
C (-2.096, 20.969, 15.950)
C (-2.613, 20.317, 17.253)
O (-3.954, 19.821, 17.054)
H (-2.066, 20.246, 15.135)
H (-1.059, 21.278, 16.078)
H (-2.693, 21.850, 15.714)
H (-2.687, 21.062, 18.045)
H (-1.986, 19.502, 17.615)
H (-4.320, 19.710, 17.935)
C (-0.096, 17.382, 15.900)
C (-0.168, 17.732, 14.432)
O (-0.668, 16.618, 13.728)
H (0.336, 18.172, 16.513)
H (0.591, 16.538, 15.967)
H (-1.054, 17.119, 16.348)
H (0.780, 17.919, 13.927)
H (-0.798, 18.598, 14.227)
H (-0.609, 16.909, 12.815)
C (-2.391, 21.259, 26.692)
C (-3.011, 22.093, 27.855)
O (-3.052, 21.306, 29.021)
H (-1.324, 21.223, 26.912)
H (-2.636, 21.685, 25.719)
H (-2.739, 20.226, 26.663)
H (-4.001, 22.422, 27.539)
H (-2.462, 23.024, 27.996)
H (-3.834, 20.757, 28.924)
C (-0.830, 23.032, 19.450)
C (-0.638, 21.661, 20.011)
O (0.215, 21.698, 21.112)
H (0.115, 23.513, 19.196)
H (-1.239, 23.663, 20.239)
H (-1.526, 23.079, 18.613)
H (-0.329, 20.999, 19.203)
H (-1.623, 21.262, 20.255)
H (1.135, 21.663, 20.839)
C (-4.255, 24.449, 21.432)
C (-4.261, 22.944, 21.190)
O (-4.243, 22.669, 19.847)
H (-4.918, 24.935, 20.717)
H (-3.306, 24.939, 21.214)
H (-4.525, 24.769, 22.439)
H (-5.137, 22.490, 21.654)
H (-3.447, 22.483, 21.748)
H (-4.358, 21.717, 19.805)
C (-6.680, 22.296, 13.250)
C (-5.544, 21.546, 13.950)
O (-5.730, 21.540, 15.358)
H (-6.858, 23.236, 13.772)
H (-7.555, 21.662, 13.106)
H (-6.371, 22.636, 12.261)
H (-4.618, 22.034, 13.645)
H (-5.383, 20.516, 13.632)
H (-5.120, 20.880, 15.695)
C (-3.535, 13.643, 22.995)
C (-2.698, 13.216, 24.199)
O (-2.397, 14.346, 24.959)
H (-2.905, 14.237, 22.334)
H (-4.419, 14.151, 23.379)
H (-3.934, 12.719, 22.575)
H (-1.767, 12.740, 23.893)
H (-3.183, 12.438, 24.789)
H (-3.214, 14.834, 25.088)
C (-8.912, 23.104, 18.280)
C (-8.036, 22.189, 19.120)
O (-6.993, 21.616, 18.330)
H (-8.363, 23.977, 17.927)
H (-9.772, 23.521, 18.804)
H (-9.213, 22.699, 17.314)
H (-8.688, 21.364, 19.410)
H (-7.584, 22.706, 19.966)
H (-6.501, 20.981, 18.856)
C (-5.418, 19.316, 24.706)
C (-5.727, 20.783, 24.767)
O (-5.842, 21.189, 26.171)
H (-5.066, 19.055, 23.708)
H (-6.368, 18.802, 24.852)
H (-4.769, 18.831, 25.434)
H (-6.646, 21.012, 24.227)
H (-4.951, 21.358, 24.261)
H (-5.944, 22.143, 26.205)
C (-4.122, 17.301, 14.834)
C (-4.020, 17.372, 13.310)
O (-5.108, 16.655, 12.736)
H (-3.195, 17.569, 15.341)
H (-4.216, 16.266, 15.164)
H (-5.004, 17.880, 15.106)
H (-3.112, 16.937, 12.892)
H (-4.025, 18.423, 13.019)
H (-4.821, 16.386, 11.860)
C (-7.696, 16.007, 17.359)
C (-6.522, 16.727, 18.068)
O (-6.816, 18.089, 17.837)
H (-7.825, 16.318, 16.322)
H (-8.620, 16.312, 17.850)
H (-7.611, 14.925, 17.458)
H (-5.588, 16.520, 17.546)
H (-6.488, 16.450, 19.122)
H (-6.310, 18.653, 18.426)
C (-6.906, 15.532, 22.423)
C (-7.451, 15.492, 23.850)
O (-6.808, 14.437, 24.536)
H (-5.845, 15.753, 22.312)
H (-7.389, 16.320, 21.846)
H (-7.112, 14.561, 21.973)
H (-8.517, 15.279, 23.768)
H (-7.375, 16.459, 24.348)
H (-7.252, 13.617, 24.306)
C (-9.297, 19.516, 22.938)
C (-8.070, 19.293, 22.096)
O (-7.568, 20.536, 21.742)
H (-9.905, 18.617, 23.038)
H (-9.967, 20.312, 22.610)
H (-8.965, 19.766, 23.945)
H (-8.295, 18.666, 21.233)
H (-7.411, 18.652, 22.683)
H (-6.760, 20.414, 21.237)
C (-0.780, 23.947, 23.176)
C (-1.079, 24.086, 24.698)
O (-0.142, 24.933, 25.383)
H (-1.384, 23.155, 22.732)
H (0.279, 23.762, 22.998)
H (-1.090, 24.883, 22.711)
H (-1.052, 23.086, 25.130)
H (-2.085, 24.427, 24.944)
H (-0.037, 25.771, 24.926)
C (-10.575, 19.073, 19.575)
C (-11.203, 17.989, 18.730)
O (-11.364, 18.396, 17.419)
H (-11.232, 19.942, 19.526)
H (-9.571, 19.211, 19.173)
H (-10.555, 18.733, 20.610)
H (-12.240, 17.732, 18.946)
H (-10.610, 17.080, 18.829)
H (-12.316, 18.353, 17.302)
C (-1.494, 16.531, 19.549)
C (-0.672, 15.595, 20.394)
O (0.706, 15.759, 20.084)
H (-2.511, 16.473, 19.936)
H (-1.418, 16.369, 18.474)
H (-1.141, 17.542, 19.751)
H (-0.939, 14.561, 20.176)
H (-0.901, 15.739, 21.450)
H (1.080, 15.030, 20.584)

***

[2]
C36H56As2NP2Pt as an isolated structure. Source: the Open Molecules 2025 dataset; level of theory: ωB97M-V with the def2-TZVPD basis set.

Its spin multiplicity is 1. The total charge is +1. The calculation puts the lowest unoccupied orbital energy at -0.0671 Eh. The relative energy (zero: lowest compared OMol25 entry of this formula, charge and spin) is 0.842 eV.

Geometry (Å):
Pt (0.176, 0.097, 0.208)
C (-2.130, 2.138, 2.319)
C (-3.059, 1.156, 1.599)
C (-3.658, 0.111, 2.536)
P (-2.149, 0.494, 0.146)
C (-3.152, -0.831, -0.698)
C (-3.634, -1.965, 0.212)
C (-4.333, -0.359, -1.545)
C (-2.221, 1.809, -1.070)
C (-3.402, 2.464, -1.430)
C (-3.529, 3.124, -2.637)
C (-4.783, 3.865, -3.011)
C (-2.460, 3.007, -3.529)
C (-1.271, 2.406, -3.166)
C (-1.081, 1.904, -1.866)
N (0.150, 1.467, -1.368)
C (1.295, 2.206, -1.668)
C (1.317, 3.431, -2.366)
C (2.504, 4.032, -2.737)
C (3.747, 3.487, -2.422)
C (5.039, 4.120, -2.865)
C (3.730, 2.370, -1.609)
C (2.542, 1.761, -1.202)
P (2.476, 0.631, 0.183)
C (3.978, -0.430, -0.128)
C (3.594, -1.713, -0.851)
C (4.976, -0.674, 1.004)
C (2.758, 1.759, 1.633)
C (2.896, 1.024, 2.965)
C (3.874, 2.788, 1.463)
H (-2.656, 2.604, 3.154)
H (-1.786, 2.926, 1.648)
H (-1.247, 1.628, 2.711)
H (-3.888, 1.724, 1.171)
H (-2.944, -0.662, 2.810)
H (-4.517, -0.389, 2.091)
H (-3.998, 0.599, 3.451)
H (-2.388, -1.218, -1.381)
H (-4.641, -1.749, 0.574)
H (-3.001, -2.148, 1.072)
H (-3.696, -2.891, -0.363)
H (-5.063, 0.192, -0.948)
H (-4.841, -1.243, -1.939)
H (-4.032, 0.260, -2.386)
H (-4.264, 2.419, -0.774)
H (-5.581, 3.681, -2.292)
H (-5.140, 3.564, -3.997)
H (-4.607, 4.942, -3.043)
H (-2.560, 3.403, -4.533)
H (-0.473, 2.331, -3.889)
H (0.401, 3.935, -2.618)
H (2.458, 4.963, -3.290)
H (4.853, 4.969, -3.521)
H (5.663, 3.409, -3.408)
H (5.619, 4.481, -2.013)
H (4.682, 1.997, -1.245)
H (4.507, 0.176, -0.865)
H (3.087, -2.407, -0.189)
H (4.494, -2.203, -1.230)
H (2.936, -1.509, -1.697)
H (4.594, -1.299, 1.806)
H (5.337, 0.256, 1.441)
H (5.841, -1.194, 0.586)
H (1.802, 2.294, 1.641)
H (3.901, 0.627, 3.105)
H (2.195, 0.199, 3.059)
H (2.704, 1.718, 3.785)
H (4.843, 2.323, 1.270)
H (3.968, 3.361, 2.389)
H (3.666, 3.485, 0.655)
C (-0.214, -0.909, 3.859)
As (0.210, -1.474, 2.050)
C (1.878, -2.412, 2.398)
C (-0.901, -3.041, 1.783)
C (-1.642, -3.558, 2.841)
C (-2.391, -4.714, 2.674)
C (-2.375, -5.371, 1.455)
C (-1.630, -4.860, 0.402)
C (-0.898, -3.685, 0.540)
As (0.071, -2.896, -0.981)
C (1.313, -4.398, -1.251)
C (-1.095, -3.392, -2.480)
H (-1.267, -0.685, 3.983)
H (0.355, -0.011, 4.089)
H (0.076, -1.702, 4.547)
H (1.887, -2.756, 3.431)
H (2.725, -1.765, 2.222)
H (1.933, -3.276, 1.739)
H (-1.652, -3.060, 3.802)
H (-2.977, -5.102, 3.497)
H (-2.945, -6.281, 1.321)
H (-1.635, -5.388, -0.543)
H (0.742, -5.307, -1.441)
H (1.935, -4.552, -0.372)
H (1.954, -4.189, -2.106)
H (-1.481, -4.404, -2.377)
H (-0.472, -3.348, -3.374)
H (-1.924, -2.700, -2.606)

***

| no. | frontier orbital gap (eV) |
| --- | --- |
| 1 | 7.583 |
| 2 | 7.400 |